# 1
{"formula": "C17H46BN12O23", "method": "ωB97M-V/def2-TZVPD", "charge": -1, "e_lumo_ev": 0.86, "spin_multiplicity": 1, "species": ["C", "C", "C", "C", "N", "B", "N", "O", "C", "C", "C", "O", "O", "H", "H", "H", "H", "H", "H", "H", "H", "H", "H", "H", "H", "H", "H", "H", "H", "C", "N", "O", "O", "H", "H", "H", "C", "N", "O", "O", "H", "H", "H", "C", "N", "O", "O", "H", "H", "H", "C", "N", "O", "O", "H", "H", "H", "C", "N", "O", "O", "H", "H", "H", "C", "N", "O", "O", "H", "H", "H", "C", "N", "O", "O", "H", "H", "H", "C", "N", "O", "O", "H", "H", "H", "C", "N", "O", "O", "H", "H", "H", "C", "N", "O", "O", "H", "H", "H"], "positions_angstrom": [[-3.3692, -1.1255, 0.5482], [-2.4256, -1.7881, -0.4677], [-1.1292, -2.1953, 0.2216], [-0.4892, -3.4291, -0.3826], [0.7121, -3.9177, 0.2707], [1.9276, -3.2104, -0.0937], [2.8332, -3.8010, -1.1237], [2.3342, -2.0040, 0.4537], [0.5915, -4.3111, 1.6894], [0.7232, -3.1779, 2.7454], [-0.7009, -5.1289, 1.9782], [-1.7769, -4.4870, 2.1728], [-0.5484, -6.3587, 1.9951], [-3.6466, -0.1139, 0.2632], [-4.3020, -1.6701, 0.6423], [-2.8768, -1.0813, 1.5084], [-2.9387, -2.6661, -0.8431], [-2.2408, -1.1087, -1.2933], [-1.3980, -2.4424, 1.2412], [-0.4725, -1.3280, 0.2410], [-1.2594, -4.1870, -0.4766], [-0.2158, -3.1855, -1.4188], [2.8061, -4.7993, -0.9461], [2.4139, -3.6581, -2.0350], [1.6783, -1.3172, 0.2929], [1.3964, -5.0099, 1.8876], [-0.0836, -3.2553, 3.4660], [1.6787, -3.2355, 3.2623], [0.6396, -2.1864, 2.3209], [-3.7232, -3.1523, 4.1958], [-3.9927, -1.7413, 3.8035], [-3.0379, -1.0201, 3.6398], [-5.1548, -1.4148, 3.6476], [-2.6513, -3.2895, 4.2733], [-4.2192, -3.3237, 5.1471], [-4.1335, -3.7894, 3.4188], [2.2787, 2.4852, -0.1346], [1.1406, 1.8786, 0.6010], [0.6749, 2.4848, 1.5390], [0.7514, 0.7980, 0.2064], [2.5161, 3.4325, 0.3251], [3.1126, 1.7976, -0.0665], [1.9534, 2.6070, -1.1637], [-5.5941, 2.2762, 0.7423], [-5.4652, 2.5281, -0.7202], [-6.2262, 3.3239, -1.2347], [-4.6006, 1.9104, -1.2958], [-6.4005, 2.8892, 1.1259], [-5.8042, 1.2188, 0.8734], [-4.6460, 2.5382, 1.2016], [-4.6628, 0.6852, -5.0466], [-3.9858, -0.4479, -4.3654], [-2.8111, -0.3350, -4.0911], [-4.6745, -1.4117, -4.1074], [-3.9414, 1.4779, -5.2027], [-5.0614, 0.3360, -5.9920], [-5.4599, 1.0117, -4.3838], [-7.7558, 1.0994, -7.9842], [-6.3968, 1.5043, -8.4379], [-6.3020, 2.0994, -9.4846], [-5.4688, 1.2030, -7.7115], [-8.4758, 1.4308, -8.7220], [-7.7581, 0.0177, -7.8899], [-7.9319, 1.5721, -7.0227], [5.0863, 2.1279, 2.7610], [5.5231, 2.4240, 1.3747], [4.8867, 3.2446, 0.7466], [6.4748, 1.7987, 0.9535], [4.2300, 2.7451, 2.9945], [4.8220, 1.0773, 2.7920], [5.9109, 2.3410, 3.4270], [8.4848, 4.6175, 2.9851], [7.2795, 5.2663, 3.5747], [6.2131, 4.7103, 3.4200], [7.4503, 6.3083, 4.1671], [8.1795, 3.7030, 2.4881], [8.9176, 5.3191, 2.2793], [9.1728, 4.4117, 3.7992], [1.7099, -0.7806, 5.0716], [2.6851, 0.2416, 4.6021], [3.7032, 0.4053, 5.2469], [2.3937, 0.8406, 3.5930], [2.0986, -1.2359, 5.9743], [0.7710, -0.2691, 5.2594], [1.5976, -1.5131, 4.2757], [5.1304, -1.5602, -0.2989], [6.5345, -1.1680, -0.6122], [6.7461, -0.5679, -1.6452], [7.3850, -1.4773, 0.1976], [4.4826, -1.2294, -1.0975], [5.1009, -2.6393, -0.2075], [4.8680, -1.0826, 0.6390], [-0.8079, 2.9448, -4.2374], [-0.1970, 3.8600, -3.2339], [0.7781, 3.4601, -2.6311], [-0.7201, 4.9394, -3.0812], [-0.2371, 2.0246, -4.2565], [-1.8321, 2.7616, -3.9270], [-0.7754, 3.4496, -5.1980]], "forces_ev_per_a": [[0.0, 0.3, -0.4], [-0.3, 0.1, 0.4], [-0.4, 0.0, 0.1], [0.2, 0.5, -0.8], [-0.1, 0.0, 0.8], [0.1, -0.4, -0.5], [0.0, 0.1, 0.8], [0.3, 0.2, -0.7], [0.0, 0.5, 0.5], [-0.2, 0.0, -0.2], [-0.7, -0.2, -0.2], [0.5, 0.0, 0.1], [0.1, -0.2, 0.0], [0.1, 0.2, -0.1], [-0.2, -0.2, 0.2], [-0.1, 0.1, 0.1], [0.1, -0.3, -0.3], [0.0, 0.0, -0.3], [0.2, -0.1, 0.2], [0.3, 0.0, 0.0], [0.0, -0.4, 0.3], [0.1, -0.1, -0.2], [-0.2, -0.2, -0.4], [0.2, 0.0, -0.2], [-0.3, 0.2, 0.7], [0.2, -0.2, -0.1], [-0.1, -0.1, 0.2], [0.2, -0.1, 0.0], [0.0, 0.2, -0.2], [0.1, -0.1, 0.1], [0.1, -0.5, 0.0], [0.1, 0.4, 0.3], [-0.1, 0.2, 0.0], [0.0, 0.0, -0.2], [-0.1, 0.0, 0.0], [0.1, 0.0, 0.0], [-0.2, 0.1, -0.1], [0.2, 0.2, 0.1], [-0.1, 0.0, 0.0], [-0.1, -0.3, 0.0], [0.0, 0.0, 0.0], [0.0, -0.1, -0.1], [0.1, -0.1, 0.2], [-0.2, 0.1, 0.1], [-0.1, 0.0, 0.3], [0.0, 0.0, -0.1], [0.1, -0.1, -0.3], [0.0, 0.0, -0.1], [0.1, 0.0, 0.0], [0.1, -0.1, 0.0], [0.1, 0.1, 0.2], [-0.1, 0.1, 0.2], [0.2, 0.0, -0.1], [0.0, -0.1, -0.1], [0.0, 0.0, 0.0], [0.1, -0.1, 0.4], [0.0, 0.0, 0.0], [-0.1, 0.0, -0.1], [-0.1, 0.0, 0.0], [0.0, 0.1, -0.1], [-0.1, 0.2, -0.5], [0.0, 0.0, 0.0], [0.0, 0.0, 0.1], [0.1, -0.1, 0.0], [-0.2, -0.1, 0.1], [-0.1, 0.0, 0.3], [0.3, 0.1, -0.1], [0.1, 0.1, -0.1], [0.0, 0.0, 0.0], [0.1, 0.0, 0.0], [0.1, -0.1, 0.0], [0.0, -0.2, -0.1], [0.1, -0.1, -0.1], [0.0, 0.1, 0.1], [0.0, 0.1, 0.1], [0.0, 0.0, 0.0], [0.0, 0.1, 0.1], [0.0, 0.1, 0.0], [0.1, -0.1, 0.2], [-0.2, -0.3, 0.2], [0.1, 0.1, 0.0], [0.0, 0.2, -0.2], [0.1, 0.0, 0.0], [0.0, 0.0, -0.1], [-0.1, 0.2, 0.0], [0.1, 0.2, 0.0], [-0.2, 0.0, 0.0], [0.1, 0.0, -0.1], [0.1, 0.0, 0.0], [0.0, 0.0, -0.1], [-0.1, 0.0, 0.0], [0.0, -0.1, 0.1], [0.0, -0.2, 0.0], [-0.1, -0.2, -0.1], [0.0, 0.2, -0.1], [0.0, 0.1, 0.0], [0.0, 0.0, 0.1], [0.0, 0.0, 0.0], [-0.1, 0.1, 0.0]]}



# 2
{"formula": "C6H12", "method": "ωB97M-V/def2-TZVPD", "e_lumo_ev": 0.41, "spin_multiplicity": 1, "species": ["C", "C", "C", "C", "C", "C", "H", "H", "H", "H", "H", "H", "H", "H", "H", "H", "H", "H"], "positions_angstrom": [[-1.4836, -1.2748, -0.0466], [-0.6891, -0.0045, -0.1048], [-1.4538, 1.2801, 0.0157], [0.6444, -0.0083, -0.0709], [1.4886, -1.2652, 0.0140], [1.4267, 1.2799, -0.0487], [-1.7368, -1.5339, 1.1918], [-2.5522, -1.1290, -0.6460], [-0.8608, -2.2735, -0.5649], [-2.4956, 1.1392, -0.9298], [-0.5155, 2.4226, -0.3035], [-1.8666, 1.3079, 1.4466], [1.3235, -1.9190, -0.8572], [2.5619, -1.0401, 0.0406], [1.2990, -1.9253, 0.8977], [2.5339, 1.1582, -0.8648], [0.5663, 2.3104, -0.4617], [1.8096, 1.4753, 1.2926]], "forces_ev_per_a": [[-1.5, -2.7, 0.3], [-0.2, 0.5, 0.4], [-1.8, 1.1, 0.0], [1.1, 0.6, 0.1], [0.1, -0.8, 0.0], [2.1, 1.7, 0.4], [0.6, 0.5, -3.7], [2.8, -0.6, 1.7], [-2.0, 3.0, 1.7], [3.0, 1.0, 3.4], [-4.1, -3.2, 1.2], [0.9, 0.3, -4.6], [0.1, 0.2, 0.1], [-0.3, 0.1, 0.0], [-0.1, 0.8, -0.5], [-3.5, 0.6, 2.8], [3.9, -2.9, 1.2], [-1.0, -0.2, -4.4]]}



# 3
{"formula": "C2H4F3N", "method": "ωB97M-V/def2-TZVPD", "e_lumo_ev": 0.98, "spin_multiplicity": 1, "species": ["C", "C", "N", "F", "F", "F", "H", "H", "H", "H"], "positions_angstrom": [[0.2510, 0.4351, -0.2479], [-0.7778, -0.5935, 0.1231], [-0.3921, 1.3324, -1.7199], [-1.8483, -0.1360, 0.7363], [0.1335, 2.6140, -1.6236], [0.3375, 0.8045, -2.7251], [1.1900, -0.0482, -0.5440], [0.2451, 1.0664, 0.6861], [-0.5239, -1.4043, 0.7895], [-1.0967, -1.2142, -0.7613]], "forces_ev_per_a": [[-1.6, 1.1, -0.4], [0.7, -3.0, -2.6], [0.4, -1.2, 3.7], [-2.6, 2.2, 0.9], [0.1, -0.1, 0.2], [0.7, -0.6, -0.7], [-0.2, 0.6, 0.0], [0.7, 0.3, -1.6], [1.8, -0.1, 0.3], [0.1, 0.9, 0.2]]}



# 4
{"formula": "C4H6O2", "method": "ωB97M-V/def2-TZVPD", "e_lumo_ev": 0.97, "smiles": "C1OCC12CO2", "spin_multiplicity": 1, "species": ["C", "O", "C", "C", "C", "O", "H", "H", "H", "H", "H", "H"], "positions_angstrom": [[0.4982, -0.7596, 1.0434], [1.7229, -0.2095, 0.5273], [1.0198, 0.8083, -0.2052], [-0.2814, 0.0646, 0.0299], [-1.3300, -0.2201, -0.9382], [-1.5492, 0.6308, 0.1923], [0.4740, -1.8535, 0.9980], [0.3139, -0.4230, 2.0735], [1.0643, 1.7850, 0.2938], [1.3627, 0.8935, -1.2422], [-1.2852, 0.3015, -1.8956], [-1.8720, -1.1644, -0.9406]], "forces_ev_per_a": [[-0.2, -0.2, 0.2], [0.2, 0.0, 0.1], [0.0, 0.3, -0.2], [0.2, -0.1, -0.1], [0.0, -0.2, -0.2], [-0.1, 0.2, 0.1], [0.0, 0.2, -0.1], [0.0, -0.1, -0.1], [0.0, -0.1, 0.0], [0.0, 0.0, 0.2], [-0.1, -0.1, 0.1], [0.1, 0.1, 0.1]]}



We obtain relative energy (zero: lowest compared OMol25 entry of this formula, charge and spin) values of 0.0, 893.0, 555.7, 277.4 kJ/mol for the records listed above, in that order.
We obtain E_HOMO values of -4.79, -8.56, -10.39, -9.95 eV for the records listed above, in that order.
We obtain calculated total energy values of -3086.99112, -235.47810, -432.76402, -306.40064 hartree for the records listed above, in that order.